Entry 1:
This record from OMol25 describes a cluster of 4 separate species, C12H27BINO8PS in total at a distorted geometry. The level of theory is ωB97M-V with the def2-TZVPD basis set.

Atoms and positions in Å:
C 3.786 -1.474 2.059
C 5.517 -4.198 2.415
P -5.469 -2.024 -1.943
H -3.839 -3.483 -0.517
H -0.710 1.170 0.473
C -1.891 2.188 -2.184
C 4.393 -1.589 0.692
C -1.890 5.024 -2.839
B -4.040 -3.296 -1.660
C 0.373 1.866 2.852
O 0.389 2.428 3.946
C 4.030 -3.907 2.414
O -0.698 4.218 -2.890
H 3.534 -4.572 3.130
H 2.317 1.436 2.101
C -2.226 5.403 -1.410
H -0.147 -1.254 0.050
O 3.768 -2.564 2.859
O 0.352 2.240 -2.964
H 5.940 -4.021 3.409
H -2.438 4.521 -0.799
H 6.056 -3.546 1.723
I -4.785 -5.238 -2.457
O -0.596 0.970 2.559
C 1.475 2.093 1.861
H -4.867 -0.693 -1.801
H 5.707 -5.237 2.130
O -2.320 -1.431 -1.061
H 1.127 -0.530 1.052
H 1.800 3.135 1.933
C -0.676 2.875 -2.733
H 3.562 -4.099 1.442
S -6.979 -2.286 -0.711
H 1.175 1.940 0.826
H -1.868 0.094 1.228
O 3.382 -0.390 2.476
H -1.793 2.097 -1.098
H -1.671 5.934 -3.408
H -2.826 2.688 -2.427
H -1.380 5.916 -0.941
H 3.863 -0.909 0.018
C 0.067 -0.798 1.021
H -2.722 4.533 -3.352
H -0.093 -1.545 1.805
H 5.447 -1.299 0.740
N -1.882 -2.378 -1.720
O -2.849 -2.950 -2.460
H 4.304 -2.580 0.253
H -1.955 1.190 -2.625
H -3.098 6.062 -1.380
H -5.833 -2.139 -3.340
C -0.820 0.410 1.252

For the largest force on an atom, the calculation gives 3.2 eV/A. As for the charge: -1. Its HOMO energy is -4.752 eV. The value obtained for the HOMO-LUMO gap is 0.2516 hartree.

Atom charges from the Löwdin analysis, given in e for atoms 1 to 6:
1. C -0.490
2. C -0.072
3. P 0.211
4. H 0.010
5. H 0.091
6. C 0.014

Entry 2:
This record from OMol25 describes a cluster of 2 separate species, C12H27BO10S in total at a distorted geometry. The level of theory is ωB97M-V with the def2-TZVPD basis set.

Atoms and positions in Å:
H -6.727 3.063 1.848
H 2.144 -2.922 -3.675
C 2.478 -1.677 -1.796
H 3.611 -5.093 -2.468
H 4.541 -0.233 0.448
C 2.887 -2.948 -2.740
C 2.714 -4.425 -2.059
O -2.512 1.798 2.197
C -2.014 2.164 0.911
H 2.977 0.179 -3.307
S 0.802 -0.091 -0.907
H -2.465 -0.244 1.852
H 4.846 -3.287 -0.578
H -2.361 3.662 -0.574
B 4.628 -0.252 -1.587
H 2.674 -1.695 -0.643
O 5.725 -0.923 -2.343
H -1.005 2.564 1.050
C -5.106 2.271 0.659
O 4.986 0.345 -0.266
H -4.689 1.564 1.373
H -1.968 1.289 0.251
C -2.907 3.232 0.273
H 2.562 -5.545 0.017
H -6.100 4.185 0.607
O 0.622 -0.495 0.598
H -3.116 4.053 0.959
O 2.279 0.739 -1.275
H -4.567 5.753 3.331
O -4.986 4.004 2.360
H 3.974 -3.195 1.092
H 3.970 -2.881 -3.218
O -0.394 0.703 -1.501
H 1.975 -3.754 0.007
H 1.732 -4.958 -2.412
H -6.296 5.468 3.017
C -2.112 0.491 2.581
C 3.063 -0.162 -2.183
H -2.569 0.263 3.546
C -5.822 3.431 1.353
O -4.116 2.700 -0.286
H 5.658 -1.926 -2.222
H -1.024 0.438 2.678
H -5.192 5.953 1.686
O 5.055 -5.056 0.763
O 1.024 -1.479 -1.924
C 2.818 -4.467 -0.425
C 4.242 -3.931 0.191
C -5.287 5.368 2.605
H -5.850 1.721 0.072
H 5.198 -5.762 0.063

For the largest force on an atom, the calculation gives 6.5 eV/A. Its SMILES is O=S1(=O)O[C@@H](CCCCO)[C@H](B(O)O)O1.COCCOCCOC. Its HOMO energy is -8.787 eV. The value obtained for the HOMO-LUMO gap is 0.3161 hartree.

Atom charges from the Löwdin analysis, given in e for atoms 1 to 6:
1. H 0.123
2. H 0.147
3. C -0.288
4. H 0.122
5. H 0.130
6. C -0.105